Entry 1:
{"formula": "C5H12N", "method": "wB97M-V/def2-TZVPD", "charge": 1, "energy_ha": -252.15474, "lumo_ev": -3.6, "orbital_gap_ev": 9.6, "smiles": "C/C=C/CC[NH3+]", "symbols": ["N", "C", "C", "C", "C", "C", "H", "H", "H", "H", "H", "H", "H", "H", "H", "H", "H", "H"], "coordinates": [[-0.3493, -1.4985, 1.2085], [1.3586, -0.0167, 0.3440], [0.4573, 0.2782, -0.8378], [-0.2566, 1.4360, -0.8985], [-1.6412, 1.5547, -1.4721], [1.2182, -1.3413, 1.1210], [-1.5749, 1.5700, -2.5694], [2.3999, 0.0213, -0.0253], [-0.6483, -0.9122, 0.4090], [-0.8975, -2.3488, 1.0542], [1.6016, -1.2653, 2.1161], [0.2836, 2.2544, -0.4324], [1.6280, -2.1743, 0.5496], [-0.6369, -1.0656, 2.0879], [-2.2424, 0.7165, -1.0968], [-2.0780, 2.4608, -0.9738], [0.1848, -0.5535, -1.5027], [1.1932, 0.8845, 0.9186]], "atomic_forces_ev_per_a": [[0.3, 0.5, -0.2], [2.1, 1.0, -1.3], [-1.7, -0.5, 0.2], [1.2, -1.9, 0.3], [0.5, 0.9, 0.6], [-1.8, 0.5, -1.7], [-0.6, 0.3, 0.3], [-0.1, -0.1, 0.5], [-0.2, 0.4, 0.4], [0.9, -0.5, 0.5], [0.2, -0.2, 0.5], [-0.8, 0.4, 0.5], [-0.2, 0.0, 0.3], [-0.3, -0.1, -0.2], [0.1, 0.1, -0.5], [0.1, -0.6, -1.2], [-0.1, 0.1, 0.2], [0.4, -0.2, 1.0]]}



Entry 2:
{"formula": "C3H5N3O", "method": "wB97M-V/def2-TZVPD", "charge": 0, "energy_ha": -356.74840, "lumo_ev": -0.7, "orbital_gap_ev": 8.9, "smiles": "[H]/N=N/C(C)=N\\C=O", "symbols": ["O", "N", "N", "N", "C", "C", "C", "H", "H", "H", "H", "H"], "coordinates": [[-2.3120, 1.8916, 0.2461], [-1.4305, -1.0887, 0.3688], [-0.2500, -1.2350, 0.0593], [-0.1368, 1.1251, -0.1271], [1.9282, -0.1314, 0.1653], [-1.5243, 1.1830, -0.3111], [0.4525, 0.0140, 0.0504], [-1.9283, -1.9709, 0.2747], [-1.7113, 0.7486, -1.2995], [2.3968, 0.8259, 0.3375], [2.3350, -0.5599, -0.7404], [2.1806, -0.8023, 0.9761]], "atomic_forces_ev_per_a": [[0.2, -0.2, 0.5], [0.0, 0.2, 0.1], [-0.3, -0.5, 0.0], [0.4, -0.5, 1.0], [0.0, 0.2, 0.0], [0.2, 0.9, -1.1], [0.2, 0.9, 0.0], [0.0, -0.5, -0.1], [-0.6, -0.4, -0.3], [0.0, 0.2, 0.0], [0.1, -0.2, -0.3], [0.0, -0.2, 0.2]]}



Entry 3:
{"formula": "C5H8O2", "method": "wB97M-V/def2-TZVPD", "charge": 0, "energy_ha": -345.60136, "lumo_ev": 0.6, "orbital_gap_ev": 9.8, "symbols": ["O", "O", "C", "C", "C", "C", "C", "H", "H", "H", "H", "H", "H", "H", "H"], "coordinates": [[0.4548, 1.1625, -1.0916], [-2.2301, -0.5604, -0.2989], [-1.7741, 0.7388, 0.1600], [0.8941, 0.6395, 0.6398], [-0.3246, 0.3725, -0.1664], [1.9147, -0.4518, 0.6437], [-0.8921, -0.9537, -0.6895], [0.9324, 1.7650, -0.2864], [-0.7928, -1.0968, -1.7760], [1.7975, -1.2175, -0.1411], [-0.5555, -1.8617, -0.1633], [2.9413, -0.0653, 0.6356], [1.7761, -0.9594, 1.6163], [-1.9899, 0.9085, 1.2264], [-2.1758, 1.5663, -0.4452]], "atomic_forces_ev_per_a": [[0.2, 0.2, 1.0], [0.4, 0.2, 0.0], [0.1, 0.1, 0.0], [-0.2, -0.5, -0.1], [0.1, -0.1, 0.0], [0.0, 0.0, -0.1], [0.1, 0.0, 0.0], [-0.3, -0.2, -0.8], [-0.1, 0.1, 0.3], [0.0, 0.2, 0.2], [-0.1, 0.3, -0.1], [-0.3, -0.1, 0.0], [0.0, 0.2, -0.2], [0.1, -0.1, -0.3], [0.1, -0.2, 0.1]]}



Entry 4:
{"formula": "CH3IN4", "method": "wB97M-V/def2-TZVPD", "charge": 0, "energy_ha": -556.46814, "lumo_ev": -0.7, "orbital_gap_ev": 8.9, "symbols": ["I", "N", "N", "N", "N", "C", "H", "H", "H"], "coordinates": [[-3.0899, 0.0261, 0.0656], [0.9936, -0.8678, 0.6991], [-0.5945, -1.7735, -0.5211], [0.0942, 0.5428, -0.2764], [0.4447, -1.8092, 0.0939], [-0.9799, -0.2401, -0.8321], [-1.0775, -0.1085, -1.8391], [2.0651, -0.7379, 0.4868], [-0.1536, 1.0920, 0.5045]], "atomic_forces_ev_per_a": [[1.4, -0.1, -0.5], [1.9, 4.0, -1.0], [-0.2, 0.6, -1.1], [-0.2, -2.6, -0.9], [-0.9, -2.3, -0.2], [1.7, 0.3, 5.0], [-0.5, 0.0, -2.5], [-2.7, -0.5, 0.3], [-0.6, 0.6, 1.1]]}



Number 1: highest occupied orbital energy -13.12 eV. Number 2: highest occupied orbital energy -9.60 eV. Number 3: highest occupied orbital energy -9.19 eV. Number 4: highest occupied orbital energy -9.57 eV.